Arrangement A

DFT (ωB97M-V/def2-TZVPD) results for 2 unconnected molecules or ions with the total composition C4H3ClFNO.

XYZ file:
```
11
Properties=species:S:1:pos:R:3:lowdin_charge:R:1
C 0.2466 -0.4360 0.6837 -0.06
C -1.0599 -0.1288 0.3485 -0.05
C 0.3030 1.1973 -0.6868 -0.13
C 3.1026 -0.0301 0.4090 -0.60
N 1.0971 0.4206 0.0392 0.01
O -0.9767 0.8841 -0.5191 0.04
F 3.5338 1.2180 0.3062 -0.11
Cl 3.6417 -0.8748 -0.9734 0.57
H 0.6528 -1.0549 1.3200 0.06
H -1.8805 -0.6681 0.4892 0.08
H 0.5233 1.9829 -1.5181 0.19
```

Calculated values
Gap between HOMO and LUMO   0.343 hartree
HOMO energy   -8.6 eV
Lowest unoccupied orbital energy   0.76 eV

=====

Arrangement B

DFT (ωB97M-V/def2-TZVPD) results for a single C4H3ClFNO molecule.

XYZ file:
```
11
Properties=species:S:1:pos:R:3:lowdin_charge:R:1
C -0.6172 1.5223 0.3965 -0.10
C -0.0712 0.1436 0.0742 -0.23
C 0.6089 -1.3465 -1.3065 -0.18
C 0.3150 -0.9865 0.7241 -0.74
H -1.4962 1.7322 -0.2538 0.13
H -1.0025 1.5055 1.4193 0.12
H 0.8257 -1.7427 -2.2902 0.14
N 0.6845 -1.9586 -0.1567 0.11
O 0.1019 -0.1161 -1.2767 0.08
F 0.3970 2.4952 0.2678 -0.05
Cl 0.2541 -1.2483 2.4019 0.72
```

Calculated values
Gap between HOMO and LUMO   0.383 hartree
HOMO energy   -9.6 eV
SMILES string   FCc1ocnc1Cl
Lowest unoccupied orbital energy   0.79 eV

=====

Short version: arrangement B is the most stable of them.